Entry 1:
DFT (ωB97M-V with the def2-TZVPD basis set) results for C2H5N3OS in the gas phase at a distorted geometry.

Output
* SMILES: N/N=C/NSC=O
* relative energy (zero: lowest compared OMol25 entry of this formula, charge and spin): 135.9 kcal per mole
* HOMO energy: -8.058 eV
* F_max: 6.1 eV Å⁻¹
* gap between HOMO and LUMO: 8.3 eV
* charge: 0

The geometry in XYZ format:
```
12
Properties=species:S:1:pos:R:3:nbo_charge:R:1
N -1.66990 0.69645 -1.26437 -0.67
N -0.36790 0.38446 -0.68109 -0.33
C -0.49763 0.61783 0.67228 0.17
N 0.45497 0.10080 1.57674 -0.83
S 1.96191 -0.31671 1.22202 0.40
C 1.64981 -1.23998 -0.47755 0.27
O 2.68327 -1.76105 -0.89714 -0.55
H -1.45677 0.91058 -2.32058 0.37
H -1.73868 1.65869 -0.58965 0.35
H -1.57391 0.78524 1.12461 0.18
H 0.02196 -0.33621 2.54954 0.42
H 0.53287 -1.50011 -0.91481 0.21
```

***

Entry 2:
DFT (ωB97M-V with the def2-TZVPD basis set) results for C8H13NO2 in the gas phase at a distorted geometry.

Output
* relative energy (zero: lowest compared OMol25 entry of this formula, charge and spin): 149.7 kcal per mole
* HOMO energy (alpha / beta): -6.785 / -8.375 eV
* F_max: 4.6 eV Å⁻¹
* gap between HOMO and LUMO (alpha / beta): 6.7 / 8.7 eV
* charge: 0

The geometry in XYZ format:
```
24
Properties=species:S:1:pos:R:3:nbo_charge:R:1
C 1.89074 -1.97227 -1.75312 -0.11
C -1.36287 -1.22679 1.68504 -0.53
C 0.05924 -0.49557 1.75456 -0.03
C -1.27934 1.00689 -0.87448 -0.05
C 0.26756 0.97515 -0.82161 -0.32
C -2.09458 -0.78922 0.49995 0.16
C 0.85651 -0.35281 -0.48789 0.50
C 0.80568 2.23232 0.03382 -0.63
N 1.05872 -1.03229 -1.58117 -0.48
O -2.01292 0.62491 0.20348 -0.54
O 0.98778 -0.83070 0.75269 -0.50
H 1.91639 -2.40933 -2.71650 0.16
H 2.59139 -2.34576 -1.00036 0.15
H -1.19861 -2.33374 1.73169 0.23
H -1.72221 -0.89630 2.61388 0.22
H -0.21403 0.46883 1.70283 0.17
H 0.75959 -0.69160 2.71274 0.20
H -1.60703 2.05945 -1.14812 0.19
H -1.45530 0.30632 -1.69105 0.17
H 0.48587 1.16627 -1.80297 0.24
H -1.64725 -1.23960 -0.45234 0.14
H 0.33464 2.14266 0.98867 0.20
H 0.61187 3.30061 -0.38380 0.22
H 1.96816 2.33257 0.03406 0.22
```

***

Entry 3:
DFT (ωB97M-V with the def2-TZVPD basis set) results for a molecular structure, C18H26N2O5S at a distorted geometry.

Output
* relative energy (zero: lowest compared OMol25 entry of this formula, charge and spin): 411.8 kcal per mole
* HOMO energy: -8.397 eV
* F_max: 18.1 eV Å⁻¹
* gap between HOMO and LUMO: 8.5 eV
* charge: 0

The geometry in XYZ format:
```
52
Properties=species:S:1:pos:R:3:nbo_charge:R:1
C 7.21275 2.62349 1.32978 -0.65
C 6.13227 1.67965 1.40171 -0.07
H 5.20960 2.33632 1.54726 0.20
H 6.17679 0.96615 2.21664 0.21
O 5.86499 0.74794 0.04714 -0.51
C 4.91358 -0.15767 0.26185 0.83
O 4.21645 -0.49572 1.34502 -0.68
C 4.89760 -0.74745 -1.25313 -0.49
H 5.86539 -0.68952 -1.65914 0.24
H 4.29401 -0.23655 -1.78918 0.22
C 4.38355 -2.02571 -1.03364 -0.48
C 2.81940 -2.27218 -1.24940 0.68
O 2.40813 -3.03799 -2.22885 -0.58
N 2.30515 -1.80629 -0.00877 -0.64
C 0.91157 -1.89500 0.10481 0.25
C 0.44047 -1.24628 1.51784 -0.22
C -0.78990 -1.33703 1.78655 -0.24
C -1.79118 -1.86045 1.00852 -0.36
C -1.25778 -2.36325 -0.28348 -0.15
C -0.05577 -2.46212 -0.45685 -0.33
H 0.24554 -3.02924 -1.55574 0.24
H -2.22812 -2.87616 -0.65787 0.27
S -3.49891 -1.57550 1.39045 2.24
O -3.68520 -1.32839 2.90163 -0.87
O -4.17988 -2.66433 0.56953 -0.95
N -3.95314 -0.34127 0.47564 -0.73
C -4.08955 -0.69521 -0.95007 -0.18
C -4.98396 0.72301 -1.55777 -0.36
H -6.10610 0.37561 -1.01943 0.20
H -5.02226 0.42253 -2.54064 0.20
C -4.51526 2.06605 -1.18394 -0.23
C -5.48575 3.01457 -1.79854 -0.59
H -6.42404 2.95940 -1.24337 0.21
H -5.53956 2.85713 -2.77850 0.21
H -5.12159 3.96053 -1.39458 0.21
C -4.37846 2.22971 0.42871 -0.33
C -3.49167 0.91817 0.74297 -0.16
H -3.50696 0.91549 2.27138 0.19
H -2.50710 1.10450 0.56231 0.17
H -5.52877 2.03802 0.92189 0.19
H -3.93785 2.91668 0.86019 0.17
H -3.66552 2.17562 -1.32126 0.16
H -4.58484 -1.55299 -1.11575 0.24
H -3.14481 -0.55926 -1.36895 0.17
H -1.27086 -0.61863 2.55790 0.23
H 1.40717 -0.80050 2.00566 0.23
H 2.95672 -1.55626 0.69880 0.46
H 4.99527 -2.92916 -1.85083 0.20
H 4.81447 -2.58590 -0.22463 0.24
H 7.14773 3.28502 2.19516 0.25
H 7.03066 3.33413 0.35022 0.21
H 8.09551 2.09627 1.02469 0.23
```